# 1
{
  "formula": "C32H57N4OP2SZn",
  "method": "ωB97M-V/def2-TZVPD",
  "symbols": ["C", "C", "C", "C", "C", "H", "H", "H", "N", "P", "P", "C", "H", "H", "C", "O", "C", "H", "C", "C", "C", "C", "C", "H", "H", "H", "C", "H", "H", "H", "C", "H", "H", "H", "C", "H", "H", "H", "C", "H", "H", "H", "C", "H", "H", "H", "C", "H", "H", "H", "C", "H", "H", "H", "C", "H", "H", "H", "C", "H", "H", "H", "C", "H", "H", "H", "C", "H", "H", "H", "Zn", "N", "C", "C", "C", "C", "C", "H", "H", "H", "H", "H", "H", "H", "H", "H", "S", "C", "N", "C", "C", "N", "H", "H", "H", "H", "H", "H"],
  "coordinates": [[1.1677, -2.4864, -1.7523], [-0.5875, -0.9798, -2.3379], [0.9397, -3.2717, -2.8864], [-0.6876, -1.6608, -3.5792], [0.0539, -2.8027, -3.8357], [1.4602, -4.2280, -2.9900], [-1.4006, -1.2121, -4.2798], [-0.0738, -3.3162, -4.7902], [0.5148, -1.3169, -1.5379], [2.4702, -1.7894, 0.7030], [-2.6354, 1.4595, -1.3003], [2.0710, -3.0155, -0.6511], [1.5582, -3.8579, -0.1425], [2.9982, -3.4446, -1.0795], [-0.5774, 1.8632, 2.8257], [-1.7148, 2.0082, 2.9722], [-1.8411, -0.1832, -1.9088], [-2.6079, -0.2582, -2.8188], [-4.4459, 1.4612, -1.9090], [-1.7713, 3.1072, -1.2527], [2.1223, -2.6133, 2.3926], [4.3099, -1.5365, 0.4080], [-5.3203, 1.5403, -0.6469], [-5.1791, 2.5004, -0.1310], [-6.3853, 1.4769, -0.9083], [-5.1158, 0.7442, 0.0739], [-4.6907, 2.7124, -2.7620], [-4.4699, 3.6538, -2.2593], [-4.1318, 2.6827, -3.7037], [-5.7527, 2.7703, -3.0404], [-4.8100, 0.2586, -2.8281], [-5.8113, -0.1379, -2.5925], [-4.8445, 0.5684, -3.8847], [-4.1015, -0.5687, -2.7734], [-2.6585, 3.9674, -0.3486], [-2.7712, 3.5092, 0.6420], [-2.2012, 4.9526, -0.2069], [-3.6594, 4.1392, -0.7507], [-0.3899, 2.9778, -0.5996], [-0.4472, 2.4522, 0.3677], [0.3031, 2.4271, -1.2530], [0.0542, 3.9763, -0.4201], [-1.5689, 3.7342, -2.6412], [-2.4899, 4.0772, -3.1147], [-0.9372, 4.6286, -2.5451], [-1.0521, 3.0664, -3.3494], [4.8692, -0.5216, 1.4177], [5.9431, -0.3983, 1.2018], [4.3876, 0.4585, 1.3002], [4.7711, -0.8421, 2.4641], [4.5372, -0.9709, -1.0041], [4.1443, -1.6290, -1.7887], [4.0933, 0.0293, -1.1103], [5.6253, -0.8686, -1.1465], [5.0754, -2.8713, 0.5037], [6.0393, -2.7415, -0.0091], [5.2985, -3.1550, 1.5367], [4.5511, -3.7003, 0.0147], [1.0524, -3.7119, 2.2949], [1.4152, -4.5958, 1.7512], [0.8119, -4.0470, 3.3166], [0.1179, -3.3780, 1.8323], [1.6697, -1.4946, 3.3521], [0.7698, -0.9713, 3.0033], [1.4439, -1.9425, 4.3313], [2.4656, -0.7507, 3.5015], [3.3542, -3.2823, 3.0145], [3.7326, -4.1065, 2.3978], [4.1603, -2.5737, 3.2376], [3.0457, -3.7240, 3.9751], [0.9092, -0.0931, 0.0762], [-0.9916, 0.1698, 0.3367], [-1.9707, -0.2556, -0.3808], [-2.9202, -1.3932, 0.2153], [-4.1140, -1.8466, -0.5878], [-2.0129, -2.5914, 0.4755], [-3.3738, -0.9650, 1.6139], [-4.8688, -1.0670, -0.6737], [-3.8396, -2.1932, -1.5814], [-4.6078, -2.6997, -0.0916], [-1.2081, -2.2498, 1.1416], [-2.5387, -3.4159, 0.9830], [-1.5511, -3.0184, -0.4326], [-3.8490, -1.8256, 2.1341], [-2.4558, -0.6262, 2.1228], [-4.0410, -0.0915, 1.5677], [2.4718, 1.5796, -0.3471], [2.8146, 2.6206, 0.9673], [3.7173, 3.5831, 0.9174], [3.8215, 4.3729, 2.1170], [2.7624, 3.7475, 3.0164], [2.2281, 2.6484, 2.2169], [4.2911, 3.7376, 0.0696], [3.6137, 5.4268, 1.9105], [4.8251, 4.2907, 2.5491], [1.9648, 4.4570, 3.2696], [3.1925, 3.3677, 3.9489], [1.4648, 2.0838, 2.4838]],
  "gap_ev": 6.37,
  "e_lumo_ev": -2.022,
  "relative_energy_kj_mol": 162.0,
  "e_tot_ha": -4407.6914,
  "total_charge": 1
}

=====

# 2
{
  "formula": "C32H58AsCuN5OPSi2",
  "method": "ωB97M-V/def2-TZVPD",
  "symbols": ["Cu", "C", "N", "C", "N", "C", "N", "C", "P", "C", "C", "H", "H", "H", "H", "H", "H", "H", "H", "H", "H", "H", "H", "H", "C", "Si", "C", "C", "As", "Si", "C", "C", "C", "H", "H", "H", "H", "H", "H", "H", "H", "H", "H", "H", "H", "H", "H", "H", "H", "H", "H", "C", "C", "C", "C", "C", "C", "C", "C", "C", "C", "H", "H", "H", "H", "H", "H", "H", "H", "H", "H", "H", "H", "N", "C", "O", "C", "C", "C", "C", "N", "C", "H", "H", "H", "H", "H", "H", "C", "C", "C", "C", "H", "H", "H", "H", "H", "H", "H", "H", "H"],
  "coordinates": [[-0.4842, -0.5092, 0.5379], [-1.0987, 3.5419, -2.0585], [-0.5037, 2.5098, -3.0022], [0.8368, 3.0333, -3.5134], [1.7075, 3.4017, -2.4568], [1.0441, 4.3718, -1.5948], [-0.1864, 3.8543, -1.0312], [0.0925, 2.7105, -0.1309], [0.9990, 1.1484, -0.8379], [-0.3361, 1.1785, -2.3213], [2.2633, 2.2657, -1.6802], [-2.0208, 3.1050, -1.6872], [-1.3200, 4.4201, -2.6738], [-1.1361, 2.4120, -3.8002], [0.5901, 3.9035, -4.1292], [1.2587, 2.2433, -4.1334], [0.8165, 5.2664, -2.1837], [1.7208, 4.6376, -0.7827], [-0.8456, 2.3981, 0.3306], [0.7349, 3.1154, 0.6483], [-1.3041, 0.8905, -1.9113], [-0.0756, 0.4831, -3.1137], [2.9713, 1.7325, -2.3081], [2.8415, 2.7092, -0.8665], [-1.1713, -5.7345, 2.8788], [-1.6695, -3.9921, 2.3573], [-3.3634, -4.0772, 1.5447], [-1.9182, -3.1004, 4.0048], [-0.0076, -2.9615, 1.1045], [-0.2455, -4.1749, -0.8489], [-1.3521, -3.3559, -2.1373], [1.4787, -4.3745, -1.5851], [-0.9028, -5.9369, -0.7333], [-1.9936, -6.2223, 3.4114], [-0.3173, -5.6687, 3.5564], [-0.8794, -6.3641, 2.0437], [-4.0850, -4.5640, 2.2084], [-3.3443, -4.6246, 0.6015], [-3.7156, -3.0654, 1.3340], [-2.2048, -3.8425, 4.7560], [-2.7115, -2.3570, 3.9499], [-1.0105, -2.6059, 4.3534], [-1.1121, -2.3031, -2.2752], [-2.3918, -3.4058, -1.8067], [-1.2709, -3.8639, -3.1041], [2.0179, -3.4290, -1.6120], [1.4464, -4.7913, -2.5968], [2.0510, -5.0519, -0.9482], [-1.8893, -6.0058, -0.2783], [-0.2246, -6.5769, -0.1682], [-0.9735, -6.3308, -1.7523], [2.1392, 0.0830, 3.0368], [1.5405, 1.1912, 2.1448], [0.2573, 1.6334, 2.8630], [1.3415, 0.5246, 0.7660], [2.5857, 2.3135, 2.0848], [3.8132, 2.0639, 1.4664], [4.8010, 3.0292, 1.3934], [4.5869, 4.2933, 1.9347], [3.3801, 4.5587, 2.5581], [2.3966, 3.5756, 2.6404], [1.4378, -0.7499, 3.1121], [2.3541, 0.4679, 4.0360], [3.0643, -0.3080, 2.6119], [-0.4868, 0.8356, 2.8085], [-0.2044, 2.5319, 2.4594], [0.4651, 1.8219, 3.9203], [1.9679, -0.3575, 0.6995], [3.9780, 1.0924, 1.0151], [5.7401, 2.7997, 0.9046], [5.3532, 5.0551, 1.8731], [3.1933, 5.5348, 2.9877], [1.4655, 3.8101, 3.1364], [-4.5071, 3.4273, -0.8458], [-5.1498, 2.6395, 0.1849], [-6.3170, 2.9218, 0.4942], [-4.3672, 1.6277, 0.8121], [-4.7898, 1.0344, 2.0528], [-3.9556, 0.1253, 2.6531], [-2.7660, -0.2702, 2.0488], [-2.4048, 0.1971, 0.7992], [-3.1740, 1.1105, 0.2522], [-5.2269, 4.0614, -1.1812], [-3.7851, 3.9956, -0.4163], [-5.7294, 1.3366, 2.4908], [-4.2239, -0.3217, 3.6037], [-2.1196, -1.0118, 2.4832], [-2.8936, 1.4501, -0.7375], [1.5271, -1.7040, -3.9188], [2.1173, -0.6149, -3.0216], [3.6291, -0.7886, -2.9122], [1.4684, -0.5854, -1.6270], [2.0011, -1.7083, -4.9039], [0.4527, -1.5637, -4.0632], [1.6603, -2.6915, -3.4756], [1.9279, 0.3326, -3.5358], [3.8539, -1.7728, -2.4950], [4.0807, -0.0482, -2.2493], [4.1179, -0.7205, -3.8871], [2.0785, -1.1707, -0.9410], [0.5198, -1.1304, -1.6753]],
  "multiplicity": 2,
  "gap_ev": [3.59, 5.28],
  "e_lumo_ev": [1.677, 1.669],
  "relative_energy_kj_mol": 104.4,
  "e_tot_ha": -6399.7384,
  "total_charge": -1,
  "s_squared": 0.78
}

=====

# 3
{
  "formula": "C32H58AsGeN2S4Sc",
  "method": "ωB97M-V/def2-TZVPD",
  "symbols": ["Sc", "C", "C", "S", "C", "C", "S", "C", "C", "S", "C", "C", "S", "H", "H", "H", "H", "H", "H", "H", "H", "H", "H", "H", "H", "H", "H", "H", "H", "C", "N", "C", "C", "C", "N", "C", "C", "H", "H", "H", "H", "H", "H", "H", "H", "H", "H", "H", "H", "H", "H", "H", "H", "C", "C", "As", "C", "C", "C", "C", "H", "H", "H", "H", "H", "H", "H", "H", "H", "H", "H", "H", "H", "H", "H", "Ge", "C", "C", "C", "C", "C", "C", "C", "C", "C", "C", "C", "C", "H", "H", "H", "H", "H", "H", "H", "H", "H", "H", "H"],
  "coordinates": [[0.2422, 0.4554, 0.5578], [-0.2345, -1.3833, -4.1118], [0.7621, -2.4249, -3.5769], [1.1329, -1.9968, -1.8407], [2.5736, -2.9788, -1.3536], [2.3012, -3.6650, -0.0147], [1.1401, -2.7331, 1.0570], [-0.3678, -3.6829, 0.7129], [-1.6098, -3.0294, 1.2857], [-1.9697, -1.3752, 0.6178], [-2.9702, -1.6222, -0.8654], [-2.2833, -1.9438, -2.1900], [-1.1374, -0.6293, -2.7154], [-0.9379, -1.7937, -4.8334], [0.2978, -0.5541, -4.5769], [1.6776, -2.3933, -4.1652], [0.3592, -3.4351, -3.6151], [3.4095, -2.2886, -1.2504], [2.8027, -3.6963, -2.1401], [3.2280, -3.7731, 0.5450], [1.8579, -4.6508, -0.1401], [-0.2369, -4.6624, 1.1750], [-0.4359, -3.7924, -0.3682], [-1.5201, -2.8802, 2.3610], [-2.4843, -3.6542, 1.1033], [-3.5111, -0.6788, -0.9384], [-3.6832, -2.4163, -0.6427], [-3.0636, -2.0998, -2.9361], [-1.6451, -2.8267, -2.1494], [-2.4602, 2.0259, 1.6647], [-0.9981, 2.1335, 1.8584], [-0.5740, 3.4796, 1.4020], [-0.6939, 2.0214, 3.3100], [0.7134, 1.5353, 3.5122], [0.9334, 0.2374, 2.8339], [2.3752, -0.0970, 2.9817], [0.1698, -0.8039, 3.5803], [-2.6930, 2.1291, 0.6056], [-2.8173, 1.0568, 2.0075], [-2.9833, 2.8098, 2.2188], [-1.1271, 4.2578, 1.9344], [-0.7685, 3.5881, 0.3349], [0.4889, 3.6320, 1.5907], [-1.4114, 1.3489, 3.7775], [-0.8020, 2.9909, 3.8027], [0.9073, 1.4364, 4.5838], [1.4281, 2.2617, 3.1169], [2.6451, -0.1536, 4.0394], [2.9926, 0.6691, 2.5139], [2.5864, -1.0639, 2.5338], [0.3473, -0.7017, 4.6536], [0.5050, -1.7909, 3.2824], [-0.9009, -0.7161, 3.3911], [4.9680, 0.2051, 0.2857], [4.2969, 1.5625, 0.0793], [2.5433, 1.3930, -0.7552], [2.9609, 0.7220, -2.5483], [3.8995, 1.6114, -3.3580], [2.0378, 3.2415, -1.2378], [3.1727, 4.2648, -1.2087], [5.9158, 0.3373, 0.8059], [5.1876, -0.2737, -0.6697], [4.3514, -0.4702, 0.8826], [4.9038, 2.1970, -0.5634], [4.1674, 2.0879, 1.0266], [1.9998, 0.6113, -3.0524], [3.3956, -0.2705, -2.4396], [3.4664, 2.5895, -3.5620], [4.0997, 1.1370, -4.3191], [4.8609, 1.7466, -2.8634], [1.2387, 3.5633, -0.5709], [1.6061, 3.1711, -2.2380], [3.5494, 4.4185, -0.1979], [2.8069, 5.2256, -1.5716], [4.0063, 3.9729, -1.8434], [-1.9770, 1.7982, -2.4251], [-1.1157, 3.4672, -2.7359], [-0.2372, 3.7143, -3.7891], [0.1822, 5.0204, -3.9926], [-0.2543, 6.0343, -3.1443], [-1.1272, 5.7620, -2.0944], [-1.5640, 4.4654, -1.8668], [-3.8491, 1.5526, -2.2382], [-4.5708, 2.2919, -1.2922], [-5.9538, 2.2587, -1.3573], [-6.5969, 1.4942, -2.3285], [-5.8659, 0.7512, -3.2494], [-4.4799, 0.7585, -3.2015], [-0.8385, 1.2189, -0.8153], [0.0931, 2.9311, -4.4592], [0.8493, 5.2425, -4.8150], [0.0869, 7.0491, -3.3026], [-1.4679, 6.5572, -1.4445], [-2.2469, 4.2628, -1.0494], [-4.0847, 2.8749, -0.5222], [-6.5306, 2.8256, -0.6384], [-7.6784, 1.4723, -2.3601], [-6.3715, 0.1584, -4.0001], [-3.9110, 0.1738, -3.9164]],
  "gap_ev": 7.23,
  "e_lumo_ev": -11.924,
  "relative_energy_kj_mol": 452.2,
  "e_tot_ha": -8028.3668,
  "total_charge": 4
}